Computed, not measured: a structure of composition C30H18BrIrN4O8, with ωB97M-V/def2-TZVPD.

XYZ file:
```
62
Properties=species:S:1:pos:R:3:lowdin_charge:R:1
Ir -0.6540 0.0898 -0.5558 1.3993
O -2.0993 4.1223 -6.1516 0.2045
C -2.3157 4.5890 -5.0665 -0.5305
O -2.7933 5.5066 -4.4524 0.2046
C -1.9612 3.3775 -3.9191 0.0061
C -1.1550 2.3330 -4.3129 0.0787
C -0.8855 1.3670 -3.3480 -0.1585
N -1.3695 1.4895 -2.1156 0.0160
C -2.1751 2.4882 -1.7595 -0.1566
C -2.5115 3.4902 -2.6588 0.0770
C -2.6303 2.4145 -0.3382 -0.1976
C -3.3811 3.4573 0.2632 0.0466
C -3.8706 3.2862 1.5644 -0.0323
C -3.5242 2.1699 2.2618 0.0710
C -2.5388 1.1977 1.7075 -0.3097
N -2.3044 1.3177 0.2852 0.0224
C -0.1575 0.0937 -3.6121 -0.2024
C 0.5842 -0.1315 -4.7569 0.0172
C 1.1596 -1.3819 -4.9357 -0.0176
C 0.9602 -2.3604 -3.9783 -0.0158
C 0.2140 -2.0479 -2.8527 -0.0975
N -0.3237 -0.8456 -2.6692 0.0015
H -0.7921 2.2625 -5.3248 0.1296
H -3.1712 4.3052 -2.4113 0.1277
H -3.5920 4.3610 -0.2861 0.1147
H -4.5318 4.0271 1.9891 0.1227
H -3.9067 1.9630 3.2508 0.1311
H -2.8200 0.1694 1.9346 0.1448
H 0.7229 0.6467 -5.4927 0.1205
H 1.7525 -1.5861 -5.8159 0.1235
H 1.3779 -3.3506 -4.0875 0.1210
H 0.0465 -2.7737 -2.0682 0.1234
O -1.0347 -1.2478 1.2566 -0.1053
C -0.3661 -2.2382 1.5639 -0.1428
C 0.9277 -2.5788 1.0473 -0.1170
C 1.4694 -3.8068 1.4664 0.0655
C 2.6909 -4.1935 0.9966 -0.1347
C 3.4267 -3.3912 0.1176 0.0342
C 2.9205 -2.1847 -0.2874 -0.0088
C 1.6571 -1.7426 0.1608 -0.3677
O 1.2403 -0.5682 -0.2160 -0.2523
N 3.2469 -5.4836 1.4204 -0.3617
O 2.6426 -6.0987 2.2684 0.0913
O 4.2765 -5.8392 0.8946 0.0928
H -0.7900 -2.9178 2.3150 0.1519
H 0.9317 -4.4426 2.1569 0.1353
H 4.3908 -3.7393 -0.2231 0.1292
H 3.4800 -1.5330 -0.9432 0.1249
Br 4.0901 0.5352 1.9456 0.8003
C 2.7114 0.4500 3.2349 -0.6547
C 3.0303 0.2087 4.5637 -0.0994
C 2.0132 0.1304 5.5070 -0.0447
C 0.6914 0.2814 5.1223 0.0038
C 0.3955 0.5372 3.7876 -0.1309
C 1.4013 0.6303 2.8333 -0.0672
C -1.0217 0.6277 3.4053 -0.4374
O -1.9330 0.1251 4.0053 0.1435
O -1.2216 1.3911 2.2830 0.0271
H 4.0620 0.0796 4.8573 0.1076
H 2.2574 -0.0576 6.5428 0.1153
H -0.1111 0.1952 5.8398 0.1263
H 1.1713 0.8241 1.7904 0.0904
```

Computed properties:
* orbital gap (alpha / beta): 6.7 / 4.9 eV
* energy relative to the best compared isomer or geometry (same formula, charge and spin): 1.274 eV
* HOMO energy (alpha / beta): -0.3961 / -0.4192 Ha
* <S²>: 8.81
* multiplicity: 6
* LUMO energy (alpha / beta): -0.1489 / -0.2377 Eh
* electronic energy: -126611.02536 eV
* total charge: +1


Computed, not measured: a structure of composition C30H18F5IMgN5O3S3, with ωB97M-V/def2-TZVPD.

XYZ file:
```
66
Properties=species:S:1:pos:R:3:lowdin_charge:R:1
Mg 1.0020 -0.0084 -0.7319 0.3122
O 3.3785 -0.2422 -3.9629 0.0024
C 2.7585 -0.2287 -2.8943 -0.5393
N 1.4873 -0.5091 -2.6493 -0.0542
C 0.7680 -1.0578 -3.7652 -0.1787
C 0.3966 -2.5183 -3.6011 -0.2602
C -0.5135 -3.0900 -4.4959 -0.0364
C -0.8186 -4.4302 -4.3901 -0.0842
C -0.2043 -5.1773 -3.3914 -0.0854
C 0.6838 -4.5276 -2.5555 -0.1532
N 0.9847 -3.2329 -2.6488 0.1305
C 3.5796 0.0644 -1.6356 -0.2236
C 4.7955 0.7201 -1.7500 0.0007
C 5.5866 0.8498 -0.6262 -0.0457
C 5.1473 0.3096 0.5796 -0.0598
C 3.9101 -0.3005 0.6090 -0.1490
N 3.1360 -0.4222 -0.4699 0.0448
H -0.1562 -0.4976 -3.9578 0.1099
H 1.3678 -0.9741 -4.6796 0.1220
H -0.9701 -2.4718 -5.2587 0.1117
H -1.5241 -4.8900 -5.0707 0.0994
H -0.4110 -6.2306 -3.2619 0.0929
H 1.1791 -5.0681 -1.7545 0.0996
H 5.0823 1.0989 -2.7196 0.1199
H 6.5364 1.3665 -0.6792 0.1051
H 5.7385 0.3818 1.4812 0.1023
H 3.5040 -0.6984 1.5326 0.1042
O -5.1612 -0.8383 1.7027 -0.3122
S -3.8929 -1.0038 2.3639 0.6182
O -3.5979 -2.3107 2.8984 -0.3183
N -2.6731 -0.4964 1.4109 -0.0983
C -2.0271 0.5219 1.9205 -0.7813
S -0.6939 1.2954 1.2406 0.7134
C -2.5980 1.0068 3.2259 -0.2243
C -2.1770 2.0579 4.0218 -0.0290
C -2.8662 2.3031 5.2017 -0.0733
C -3.9482 1.5113 5.5800 -0.0828
C -4.3669 0.4530 4.7818 -0.0425
C -3.6709 0.2316 3.6120 -0.2244
H -1.3319 2.6584 3.7129 0.0950
H -2.5574 3.1209 5.8398 0.1006
H -4.4684 1.7232 6.5050 0.0981
H -5.2051 -0.1697 5.0630 0.1161
I 0.5206 -2.5792 1.2335 1.0101
C -1.0193 -2.2261 -0.1307 -0.7835
C -2.1092 -3.0741 -0.1896 -0.1290
C -3.1231 -2.7357 -1.0649 -0.0490
C -3.0121 -1.5766 -1.8172 -0.0380
C -1.8742 -0.8080 -1.6840 -0.1224
N -0.8755 -1.1422 -0.8661 -0.0613
H -2.1779 -3.9347 0.4583 0.1027
H -4.0072 -3.3550 -1.1313 0.1147
H -3.7992 -1.2623 -2.4866 0.1092
H -1.7402 0.1155 -2.2339 0.1267
F 1.6087 6.0354 3.3349 0.0972
C 1.5579 5.2217 2.2682 -0.1493
C 2.0582 3.9349 2.3402 -0.1550
F 2.5953 3.4928 3.4872 0.1011
C 2.0022 3.1123 1.2314 -0.2848
F 2.5155 1.8746 1.3699 0.0384
C 1.4462 3.5018 0.0148 -0.5821
S 1.3524 2.4544 -1.3761 0.6363
C 0.9595 4.8113 -0.0179 -0.2465
F 0.4033 5.2962 -1.1357 0.0706
C 1.0084 5.6578 1.0740 -0.1489
F 0.5212 6.9050 0.9880 0.0999
```

Computed properties:
* orbital gap: 6.9 eV
* energy relative to the best compared isomer or geometry (same formula, charge and spin): 0.736 eV
* HOMO energy: -0.1772 Ha
* multiplicity: 1
* LUMO energy: 0.0780 Eh
* electronic energy: -104639.10307 eV
* total charge: -1


Computed, not measured: a structure of composition C30H19Cl2F6N5O9PbS2, with ωB97M-V/def2-TZVPD.

XYZ file:
```
74
Properties=species:S:1:pos:R:3:lowdin_charge:R:1
Pb 0.1068 0.3496 0.1356 1.5928
Cl 1.5553 -0.4298 5.0577 0.7072
C 0.1523 0.4581 4.5790 -0.5883
C -0.5899 1.1310 5.5642 -0.1225
C -1.7123 1.8306 5.2355 -0.6135
Cl -2.6090 2.6525 6.4756 0.6888
C -2.1523 1.8920 3.8911 -0.1694
C -3.2999 2.5899 3.4578 -0.0091
C -3.6384 2.5889 2.1343 -0.0289
C -2.8282 1.8901 1.2257 -0.1074
N -1.7579 1.2262 1.5972 0.0168
C -1.3939 1.2134 2.9113 -0.1451
C -0.2049 0.4711 3.2416 -0.4120
O 0.4548 -0.1578 2.3121 -0.2849
H -0.2564 1.0860 6.5916 0.1070
H -3.8974 3.1227 4.1848 0.0931
H -4.5068 3.1215 1.7728 0.1071
H -3.0636 1.8879 0.1681 0.0850
C -2.4700 0.7089 -2.9490 -0.1472
N -2.1400 -0.1637 -1.8309 0.0479
C -2.7520 -1.2512 -1.6591 -0.0698
C -2.2899 -2.1467 -0.5730 -0.2198
C -2.9328 -3.3995 -0.1272 0.0224
C -2.1522 -3.9064 0.8232 0.0419
C -0.9748 -2.9823 0.9982 -0.2721
N -1.2029 -1.8999 0.0559 0.0687
C -2.8669 2.0598 -2.4101 -0.2359
C -4.2075 2.3524 -2.1756 -0.0559
C -4.5677 3.5601 -1.5946 -0.0889
C -3.5849 4.4702 -1.2234 -0.0839
C -2.2469 4.1799 -1.4538 -0.0581
C -1.8904 2.9835 -2.0611 -0.0415
H -3.2561 0.2860 -3.5837 0.1196
H -1.5533 0.7974 -3.5367 0.1330
H -3.5707 -1.5948 -2.2983 0.1330
H -3.8567 -3.8015 -0.5156 0.1155
H -2.2758 -4.8261 1.3742 0.1260
H -0.8903 -2.5535 2.0024 0.1757
H -4.9715 1.6348 -2.4546 0.1124
H -5.6128 3.7901 -1.4284 0.1043
H -3.8629 5.4083 -0.7598 0.1064
H -1.4729 4.8784 -1.1631 0.1103
H -0.8446 2.7672 -2.2446 0.0976
F 4.2042 0.1907 -4.1222 0.1362
C 4.0081 1.1413 -3.2070 -0.6797
F 4.4618 0.6980 -2.0387 0.1371
F 4.6976 2.2225 -3.5565 0.1452
S 2.1958 1.5223 -3.1194 0.5636
O 1.6571 0.4498 -2.3096 -0.4168
O 1.7817 1.6169 -4.4824 -0.2678
N 2.1003 2.9333 -2.4333 -0.2910
S 2.0845 3.1375 -0.8740 0.5520
O 3.1008 2.4442 -0.1390 -0.2705
O 0.7425 3.0910 -0.3211 -0.4084
C 2.5141 4.9274 -0.8359 -0.6902
F 2.4975 5.3354 0.4319 0.1437
F 3.7233 5.1304 -1.3409 0.1534
F 1.6250 5.6388 -1.5253 0.1403
O 0.1997 -3.7448 0.7009 0.0621
C 1.3704 -3.1195 0.4440 -0.3861
O 1.5047 -1.9275 0.3842 0.0309
C 2.4851 -4.0818 0.2246 -0.1024
C 2.3227 -5.4523 0.4003 0.0129
C 3.3924 -6.3036 0.1874 0.0191
C 4.6007 -5.7553 -0.2000 -0.1270
C 4.7865 -4.3976 -0.3818 0.0298
C 3.7118 -3.5540 -0.1640 0.0293
N 5.7448 -6.6656 -0.4305 -0.3496
O 5.5475 -7.8553 -0.2976 0.0833
O 6.7923 -6.1677 -0.7815 0.0901
H 1.3659 -5.8505 0.7035 0.1215
H 3.3061 -7.3718 0.3157 0.1228
H 5.7518 -4.0223 -0.6859 0.1263
H 3.8108 -2.4850 -0.2935 0.1316
```

Computed properties:
* orbital gap: 6.1 eV
* energy relative to the best compared isomer or geometry (same formula, charge and spin): 0.000 eV
* HOMO energy: -0.2903 Ha
* multiplicity: 1
* LUMO energy: -0.0666 Eh
* electronic energy: -125562.26485 eV
* total charge: 0


Computed, not measured: a structure of composition C30H19F5IN4O3RuS, with ωB97M-V/def2-TZVPD.

XYZ file:
```
64
Properties=species:S:1:pos:R:3:lowdin_charge:R:1
Ru -0.1538 0.6224 0.5065 1.3953
C -1.3860 -0.8089 -1.9911 -0.1287
N -1.6773 0.1201 -0.8793 -0.0403
C -2.8818 0.5290 -0.6839 -0.0405
C -3.1153 1.3691 0.4462 -0.2503
C -4.2985 2.0134 0.9506 0.0061
C -3.9137 2.6412 2.0881 -0.0120
C -2.4999 2.3637 2.2499 -0.1017
N -2.0556 1.6081 1.2607 -0.0627
C -2.5653 -1.6399 -2.4151 -0.2378
C -3.2551 -1.3571 -3.5876 -0.0425
C -4.3650 -2.1098 -3.9494 -0.0764
C -4.7941 -3.1464 -3.1350 -0.0824
C -4.1086 -3.4352 -1.9612 -0.0646
C -2.9993 -2.6867 -1.6057 -0.0217
H -0.5646 -1.4397 -1.6507 0.1093
H -1.0150 -0.2054 -2.8210 0.1237
H -3.6981 0.2190 -1.3283 0.1472
H -5.2782 1.9775 0.5043 0.1179
H -4.5133 3.2311 2.7606 0.1098
H -1.8419 2.7099 3.0324 0.1128
H -2.9188 -0.5456 -4.2231 0.1173
H -4.8932 -1.8857 -4.8669 0.1046
H -5.6596 -3.7326 -3.4146 0.1034
H -4.4381 -4.2454 -1.3239 0.1068
H -2.4644 -2.9131 -0.6908 0.1089
I 0.2995 3.9583 0.6665 0.3376
C 1.9366 2.1978 1.8259 -0.3992
C 2.9354 2.5459 2.7288 -0.1037
C 3.3116 1.6347 3.6933 -0.0579
C 2.6630 0.3984 3.7580 -0.0544
C 1.6725 0.1234 2.8512 -0.1149
N 1.3240 1.0221 1.9021 -0.1540
H 3.4027 3.5185 2.6534 0.0972
H 4.1001 1.8716 4.3975 0.1092
H 2.9238 -0.3387 4.5034 0.1072
H 1.1385 -0.8153 2.8544 0.0973
O 0.5246 -2.0547 0.4009 0.0163
C -0.3986 -2.1533 1.2078 -0.5626
N -0.9999 -1.0647 1.7221 -0.1700
S -2.3139 -1.4178 2.6262 0.6345
O -3.5244 -1.0478 1.9368 -0.2908
O -2.1536 -0.9475 3.9714 -0.2871
C -2.0870 -3.1764 2.5207 -0.2116
C -2.8327 -4.1868 3.0900 -0.0260
C -2.4472 -5.4933 2.8106 -0.0601
C -1.3560 -5.7593 1.9869 -0.0580
C -0.6193 -4.7269 1.4198 0.0044
C -1.0013 -3.4283 1.7031 -0.1461
H -3.6814 -3.9714 3.7248 0.1244
H -3.0034 -6.3169 3.2381 0.1084
H -1.0807 -6.7866 1.7882 0.1077
H 0.2292 -4.9170 0.7761 0.1254
F -0.3668 2.3028 -2.2361 0.0160
C 0.8415 1.7168 -2.1489 -0.3022
C 1.1582 0.9389 -1.0413 -0.1800
C 2.4319 0.3773 -1.0535 -0.2344
F 2.8576 -0.3984 -0.0487 0.0809
C 3.3290 0.5774 -2.0892 -0.1438
F 4.5418 0.0187 -2.0587 0.1199
C 2.9684 1.3641 -3.1664 -0.1343
F 3.8216 1.5641 -4.1692 0.1311
C 1.7112 1.9403 -3.1976 -0.1474
F 1.3550 2.6992 -4.2376 0.1196
```

Computed properties:
* orbital gap (alpha / beta): 6.4 / 5.2 eV
* energy relative to the best compared isomer or geometry (same formula, charge and spin): 1.145 eV
* HOMO energy (alpha / beta): -0.2439 / -0.2982 Ha
* <S²>: 8.81
* multiplicity: 6
* LUMO energy (alpha / beta): -0.0104 / -0.1065 Eh
* electronic energy: -78622.19710 eV
* total charge: 0


- Look up the energy relative to the best compared isomer or geometry (same formula, charge and spin) of the third one.
  0.000 eV


- Among the records above, which one has the highest energy relative to the best compared isomer or geometry (same formula, charge and spin)?
  C30H18BrIrN4O8


- The lowest electronic energy belongs to which entry?
  C30H18BrIrN4O8


- multiplicity of number 4 (C30H19F5IN4O3RuS)?
  6